Record 1
ORCA calculation (the ωB97M-V functional and the def2-TZVPD basis) on a single C6H6O molecule.

Electronic energy in Eh: -307.267626
Orbital gap in eV: 9.61

Element x y z (Å)
C  -0.9981  -0.8446  2.3102
C  -0.5627  -0.4104  1.2727
C  -0.0843  0.1327  0.0073
C  1.3952  0.6038  0.0112
C  -0.7886  1.3937  -0.5978
O  -0.8984  0.7956  -1.7775
C  -0.5619  -0.5382  -1.3025
H  -1.3914  -1.2114  3.2359
H  1.8225  0.4793  -0.9884
H  2.0151  0.0926  0.7552
H  1.3956  1.6739  0.2291
H  -1.4963  -1.1041  -1.2089
H  0.1534  -1.0630  -1.9464

=====

Record 2
ORCA calculation (the ωB97M-V functional and the def2-TZVPD basis) on a single C6H6O molecule.

Electronic energy in Eh: -307.306766
Orbital gap in eV: 7.60

Element x y z (Å)
C  -0.8741  -1.2960  -1.0142
C  -0.2196  1.2036  -0.0697
C  -0.0458  -1.2900  0.0597
C  0.3820  0.0522  0.4394
C  -1.2311  -0.1451  -1.7045
C  1.3007  0.1386  1.6142
O  -0.8645  1.0410  -1.2446
H  -1.2372  -2.2548  -1.3519
H  -0.1484  2.1933  0.1066
H  -1.4980  -0.0165  -2.6718
H  0.5003  0.2503  2.3431
H  2.0736  0.9087  1.6923
H  1.8619  -0.7851  1.8014

=====

Record 3
ORCA calculation (the ωB97M-V functional and the def2-TZVPD basis) on a single C6H6O molecule.

Electronic energy in Eh: -307.226036
Orbital gap in eV: 8.84

Element x y z (Å)
C  -0.0145  -1.2629  0.2932
C  0.0645  0.1606  1.1087
C  0.8539  1.1120  0.2356
C  0.8333  0.9375  -1.0325
C  -0.7100  -0.6851  -0.8930
C  -1.3568  0.6671  0.8037
O  -1.7027  0.2222  -0.4010
H  0.9908  -1.7095  0.0055
H  -0.7414  -1.8045  0.8592
H  0.1156  0.1434  2.2707
H  1.3948  1.9704  0.6231
H  1.2366  1.3668  -2.0116
H  -0.9641  -1.1180  -1.8614

=====

Record 4
ORCA calculation (the ωB97M-V functional and the def2-TZVPD basis) on a single C6H6O molecule.

Electronic energy in Eh: -307.273781
Orbital gap (spin up / spin down) in eV: 9.59 / 5.43

Element x y z (Å)
C  -0.7450  -1.8295  1.7319
C  -0.5952  -1.6869  0.4081
C  -0.1899  -0.3783  -0.0902
C  0.0447  -0.0188  -1.3974
C  0.5802  1.3600  -1.4679
O  0.7026  1.7565  -0.0787
C  0.2022  0.7852  0.6358
H  -1.1555  -2.7355  2.1744
H  -0.0770  -0.6675  -2.2572
H  1.5756  1.4589  -1.9111
H  -0.0812  2.0847  -1.9571
H  0.2447  0.9440  1.7089
H  -0.5060  -1.0729  2.5005

=====

Record 5
ORCA calculation (the ωB97M-V functional and the def2-TZVPD basis) on a single C6H6O molecule.

Electronic energy in Eh: -307.345298
SMILES: C=C1C(=O)C=C1C
Orbital gap in eV: 10.21

Element x y z (Å)
C  -0.7292  -2.0954  0.0615
C  -0.6713  -0.7834  -0.0256
C  -1.6531  0.3205  -0.1360
O  -2.8497  0.2947  -0.3102
C  -0.6175  1.3727  -0.0187
C  0.4306  0.5231  -0.0755
C  1.8300  0.6913  -0.1235
H  -1.7503  -2.2362  0.2003
H  -0.0092  -2.6601  0.5213
H  -0.7882  2.4256  0.2477
H  2.3656  0.5610  -1.1742
H  2.3139  -0.0538  0.5131
H  2.1284  1.6400  0.3199

=====

Record 6
ORCA calculation (the ωB97M-V functional and the def2-TZVPD basis) on a single C6H6O molecule.

Electronic energy in Eh: -307.272739
SMILES: C#CC[C@H](O)C#C
Orbital gap in eV: 9.97

Element x y z (Å)
C  1.6688  -0.0391  -0.9324
C  0.7539  0.6229  -1.3831
C  -0.6629  0.8488  -1.1319
C  -0.8515  0.1698  0.3310
O  -0.8099  1.1062  1.3807
C  0.1519  -0.8806  0.5728
C  0.4283  -1.8688  1.2043
H  2.5755  -0.5399  -0.7151
H  -0.9460  1.9062  -1.0742
H  -1.2737  0.3760  -1.9179
H  -1.8067  -0.3550  0.4456
H  0.1079  1.3990  1.4735
H  0.6643  -2.7455  1.7466

=====

Record 7
ORCA calculation (the ωB97M-V functional and the def2-TZVPD basis) on a single C6H6O molecule.

Electronic energy in Eh: -307.347555
SMILES: C=c1ccc(=C)o1
Orbital gap in eV: 8.63

Element x y z (Å)
C  -2.3647  -0.5975  -0.0036
C  -1.1485  -0.2245  0.1160
C  -0.5310  1.1029  0.0033
C  0.7700  1.1507  -0.1696
C  1.1731  -0.2404  -0.0557
C  2.3962  -0.7240  0.0489
O  0.0432  -1.0337  -0.0832
H  -3.1907  0.0918  -0.1346
H  -2.7417  -1.6919  -0.0876
H  -1.1695  1.8422  0.0646
H  1.2356  2.1588  0.1914
H  2.4141  -1.8754  -0.0786
H  3.1140  0.0409  0.1886

=====

Record 8
ORCA calculation (the ωB97M-V functional and the def2-TZVPD basis) on a single C6H6O molecule.

Electronic energy in Eh: -307.293144
Orbital gap in eV: 9.53

Element x y z (Å)
O  -0.2749  -1.0100  1.9095
C  0.5740  -0.9875  0.8475
C  -1.0256  -0.8805  -0.8641
C  -0.9617  0.4267  -1.0384
C  -0.2357  1.5008  -0.8691
C  1.2778  0.0989  0.5038
C  1.0934  1.2539  -0.0963
H  -0.4164  -0.0863  2.1675
H  0.7648  -1.9939  0.4840
H  -1.6680  -1.3640  -0.1330
H  -0.5053  -1.5418  -1.5528
H  -0.4400  2.5154  -1.2083
H  1.8177  2.0683  -0.1503

=====

Record 9
ORCA calculation (the ωB97M-V functional and the def2-TZVPD basis) on a molecular structure, C6H6O2.

Electronic energy in Eh: -382.532198
Orbital gap in eV: 9.22

Element x y z (Å)
C  1.7173  0.2004  -0.6533
C  1.3419  -0.9330  -0.0129
C  0.0494  -0.7990  0.5658
C  -1.7418  -0.0179  -0.5348
C  -1.3017  1.0943  0.1029
C  -0.0748  0.6710  0.7182
H  2.4386  0.5213  -1.2625
H  1.5294  -1.8424  -0.2041
H  -0.2053  -1.3714  1.4136
H  -2.4502  -0.1927  -1.1837
H  -1.7490  2.0510  -0.2765
H  0.5438  0.5330  1.9132
O  0.9574  1.1886  -0.2138
O  -1.0550  -1.1031  -0.3720

=====

Record 10
ORCA calculation (the ωB97M-V functional and the def2-TZVPD basis) on a molecular structure, C6H6O2.

Electronic energy in Eh: -382.548083
Orbital gap in eV: 9.26

Element x y z (Å)
C  0.6494  -0.2320  2.3525
C  0.1663  -0.0919  1.0433
C  0.0076  1.3400  0.2248
C  -1.2464  1.0201  -0.9212
C  -0.2737  0.0299  -1.2633
C  -0.0041  -0.9758  -0.1384
H  0.3768  0.7368  2.8278
H  0.8264  -1.2357  2.8926
H  0.3544  2.2744  0.8210
H  -2.1621  0.6570  -0.2904
H  -1.3802  1.7868  -1.6086
H  -0.3028  -0.4724  -2.1743
O  0.8745  0.8771  -0.9295
O  -0.0628  -2.1632  -0.3523

=====

Record 11
ORCA calculation (the ωB97M-V functional and the def2-TZVPD basis) on 2 unconnected molecules or ions with the total composition C6H6O2.

Electronic energy in Eh: -382.422120
Orbital gap (spin up / spin down) in eV: 6.82 / 7.25

Element x y z (Å)
C  0.3610  -1.3018  1.1782
C  -0.8199  -1.6090  0.4097
C  -0.3369  -0.2239  0.2583
C  -0.6220  0.9532  -0.2210
C  1.5329  0.6577  -0.2627
C  -1.0306  2.1561  -0.5434
O  -0.7086  -2.5729  -0.5656
O  2.1836  0.2161  -1.1384
H  -1.4735  -2.4962  -1.1468
H  1.3343  -1.7010  0.8833
H  0.2748  -0.9943  2.2149
H  1.7448  1.5929  0.3104
H  -1.6326  2.7438  0.1382
H  -0.8073  2.5794  -1.5151

=====

Record 12
ORCA calculation (the ωB97M-V functional and the def2-TZVPD basis) on 2 unconnected molecules or ions with the total composition C6H6O2S.

Electronic energy in Eh: -780.751093
Orbital gap in eV: 9.23

Element x y z (Å)
C  0.8619  -0.4603  1.5701
C  1.3778  0.6009  0.6531
C  0.7072  -1.5836  1.0027
C  1.5836  0.1642  -0.5618
C  -2.4909  1.1707  -0.1251
C  -2.0679  1.1322  -1.3781
O  -2.8465  1.1780  0.9805
O  0.6183  -2.2404  -1.6222
S  1.5156  -1.6909  -0.6118
H  0.6955  -0.3769  2.6196
H  1.3834  1.5963  0.9524
H  0.3625  -2.4362  1.4626
H  2.0097  0.7774  -1.2440
H  -1.1450  0.5362  -1.6393
H  -2.5652  1.6325  -2.0586

=====

Record 13
ORCA calculation (the ωB97M-V functional and the def2-TZVPD basis) on a single C6H6O3 molecule.

Electronic energy in Eh: -457.769428
Orbital gap (spin up / spin down) in eV: 7.97 / 7.91

Element x y z (Å)
C  0.7898  1.2853  -0.2971
C  -0.5011  0.8778  -0.9430
C  -1.2270  0.0513  0.1469
C  -0.3045  -0.9949  0.8379
C  1.7413  0.2348  -0.1568
C  0.9937  -1.0929  0.1028
O  1.0282  2.3040  0.3236
O  1.2063  -1.6780  -0.9812
O  2.2474  -0.5813  0.7237
H  -1.0910  1.7492  -1.2153
H  -0.3158  0.2580  -1.8195
H  -1.6089  0.7348  0.9082
H  -2.0797  -0.4480  -0.3124
H  -0.1083  -0.7181  1.8722
H  -0.7704  -1.9820  0.8101

=====

Record 14
ORCA calculation (the ωB97M-V functional and the def2-TZVPD basis) on 2 unconnected molecules or ions with the total composition C6H6O3.

Electronic energy in Eh: -457.777387
SMILES: O=C/C=C1\CO1.C=C=O
Orbital gap in eV: 9.64

Element x y z (Å)
O  -0.1093  -2.4522  -1.1823
C  -0.8840  -1.7532  -0.6122
C  -0.5407  -1.1843  0.7222
C  0.6250  -0.4969  0.6700
C  1.9670  0.0015  0.6399
O  1.0712  0.3127  1.6720
H  -1.8021  -1.4168  -1.0810
H  -1.1969  -0.8632  1.4342
H  2.8384  -0.6519  0.7459
H  2.1352  1.0105  0.1613
C  -0.9688  1.8167  -0.2138
C  -0.5805  1.1152  -1.2362
O  -0.1794  0.5128  -2.1624
H  -0.3341  2.1229  0.5417
H  -2.0410  1.9262  -0.0994

=====

Record 15
ORCA calculation (the ωB97M-V functional and the def2-TZVPD basis) on a molecular structure, C6H6O3Pt.

Electronic energy in Eh: -576.515513
Orbital gap (spin up / spin down) in eV: 6.58 / 6.57
Spin multiplicity: 4
Charge: +1

Element x y z (Å)
O  3.2225  1.8543  1.2142
C  3.3406  1.0482  0.2768
O  4.3262  0.3879  -0.0897
C  -1.0232  -0.1744  0.6985
H  -1.3403  0.8179  1.0580
H  -0.2761  -0.5214  1.4291
C  -2.2014  -1.1273  0.6264
H  -1.8911  -2.1423  0.3261
H  -2.6639  -1.2379  1.6139
H  -3.0046  -0.7387  -0.0240
C  2.1065  0.8116  -0.5777
C  0.8074  0.9269  -0.6080
C  -0.3089  0.0487  -0.6007
O  -0.5955  -0.6286  -1.6220
Pt  -1.9037  -1.1790  -2.3330
H  1.4056  1.8540  -1.3877

=====

Record 16
ORCA calculation (the ωB97M-V functional and the def2-TZVPD basis) on a molecular structure, C6H6O3Tl.

Electronic energy in Eh: -629.433181
Orbital gap (spin up / spin down) in eV: 5.26 / 5.01
Spin multiplicity: 2
Charge: +2

Element x y z (Å)
O  -3.9707  0.1113  0.7843
C  -3.5546  0.2772  -0.3774
O  -4.1619  0.6597  -1.3942
C  0.9100  0.0301  0.8910
H  0.8062  -0.8204  1.5854
H  0.2441  0.8081  1.2971
C  2.3451  0.5138  0.8208
H  2.4402  1.4063  0.1826
H  2.6946  0.8083  1.8169
H  3.0294  -0.2834  0.4866
C  -2.1023  0.0020  -0.5972
C  -1.0676  -0.7987  -0.4230
C  0.3200  -0.4201  -0.4080
O  0.9725  -0.3431  -1.4739
Tl  2.6330  -0.2279  -2.2308
H  -1.5379  -1.7231  -0.9602

=====

Record 17
ORCA calculation (the ωB97M-V functional and the def2-TZVPD basis) on a molecular structure, C6H6O4.

Electronic energy in Eh: -532.907174
Orbital gap (spin up / spin down) in eV: 8.01 / 8.01

Element x y z (Å)
C  -0.1903  1.1411  0.4033
C  -0.9714  -0.5097  -1.4499
C  -2.0201  -0.3789  0.6867
C  0.6953  2.0531  0.5633
C  -0.0361  -1.4713  -2.0820
C  1.4089  0.8009  1.5216
O  -2.8837  -0.8049  1.3886
O  1.4202  2.8061  0.0571
O  -1.2429  0.7593  1.0728
O  -1.6184  -0.9281  -0.4001
H  0.9639  -0.9396  -2.3291
H  -0.5347  -1.8703  -2.9912
H  0.2712  -2.4961  -1.5208
H  2.0501  1.3669  2.1660
H  1.9108  0.3198  0.7453
H  0.7773  0.1516  2.1686

=====

The relative energy (zero: lowest compared OMol25 entry of this formula, charge and spin) results, record by record, are as follows: 5.328, 4.263, 6.460, 5.161, 3.215, 5.189, 3.153, 4.634, 4.178, 3.746, 7.173, 3.439, 4.563, 4.346, 1.049, 0.000, 8.322 eV.